Record 1
Molecular formula: C12H31FNO5P
Method: DFT, ωB97M-V/def2-TZVPD

charge: 0
gap between HOMO and LUMO: 8.9955 eV
F_max: 8.7 eV/Å
energy relative to the best compared isomer or geometry (same formula, charge and spin): 115.5 kcal/mol

Each line ends with the Löwdin charge.
Atoms and positions in Å:
C -0.386 2.733 1.136  -0.12
C -1.515 2.248 0.002  -0.21
C -3.038 2.419 0.584  -0.36
F -3.053 2.075 2.051  -0.12
P -4.355 1.312 -0.247  1.14
C -6.144 1.798 0.350  -0.35
N -6.294 3.289 0.564  -0.20
C -7.615 3.500 1.325  -0.15
C -4.156 -0.547 0.302  -0.54
O -2.931 -1.075 0.363  -0.13
O -5.394 -1.315 0.659  -0.25
H -0.494 2.162 2.157  0.09
H -0.460 3.915 1.265  0.09
H 0.723 2.536 0.765  0.06
H -1.236 1.128 -0.292  0.12
H -1.302 2.947 -0.942  0.13
H -3.391 3.543 0.431  0.13
H -4.287 1.320 -1.712  0.06
H -6.295 1.204 1.374  0.12
H -6.928 1.412 -0.448  0.13
H -5.507 3.693 1.135  0.08
H -7.451 4.278 2.214  0.10
H -8.020 2.512 1.820  0.09
H -8.470 3.886 0.604  0.09
C 4.124 0.406 -0.009  -0.10
C 2.747 0.947 0.316  -0.33
O 2.478 2.095 -0.477  -0.11
H 4.890 1.166 0.176  0.08
H 4.349 -0.477 0.597  0.06
H 4.194 0.134 -1.067  0.07
H 2.688 1.238 1.369  0.12
H 1.974 0.197 0.121  0.10
H 2.524 1.824 -1.410  0.09
C 6.229 -4.107 1.037  -0.09
C 5.077 -3.529 0.240  -0.33
O 5.470 -2.303 -0.359  -0.11
H 6.549 -3.406 1.814  0.08
H 5.941 -5.051 1.509  0.08
H 7.095 -4.286 0.391  0.07
H 4.221 -3.332 0.892  0.12
H 4.759 -4.219 -0.548  0.10
H 6.225 -2.491 -0.943  0.10
C 1.535 -2.039 -1.902  -0.09
C 1.633 -3.528 -2.162  -0.32
O 2.712 -3.796 -3.045  -0.09
H 1.386 -1.493 -2.839  0.08
H 0.705 -1.815 -1.226  0.08
H 2.463 -1.662 -1.458  0.05
H 0.713 -3.896 -2.626  0.12
H 1.795 -4.079 -1.231  0.11
H 3.525 -3.473 -2.621  0.07

=====

Record 2
Molecular formula: C5H7NO
Method: DFT, ωB97M-V/def2-TZVPD

charge: 0
gap between HOMO and LUMO: 9.3909 eV
F_max: 0.6 eV/Å
energy relative to the best compared isomer or geometry (same formula, charge and spin): 115.0 kcal/mol

Each line ends with the Löwdin charge.
Atoms and positions in Å:
C -1.765 0.883 0.483  -0.04
C 0.178 -0.631 0.361  0.01
C 0.642 -1.788 0.003  -0.14
O 1.092 -2.073 -1.316  -0.15
C 1.795 -1.143 -1.912  0.06
C -0.294 0.572 0.617  -0.39
N 0.506 1.616 1.077  0.09
H -2.363 -0.012 0.656  0.08
H -1.996 1.260 -0.520  0.09
H -2.058 1.644 1.213  0.08
H 0.724 -2.679 0.617  0.11
H 1.980 -1.622 -2.908  0.01
H 0.179 2.534 0.807  0.09
H 1.487 1.497 0.861  0.10

=====

Record 3
Molecular formula: C4H11AlAs3F18NO
Method: DFT, ωB97M-V/def2-TZVPD

charge: 0
gap between HOMO and LUMO: 1.4577 eV
F_max: 2.8 eV/Å
energy relative to the best compared isomer or geometry (same formula, charge and spin): 194.4 kcal/mol

Each line ends with the Löwdin charge.
Atoms and positions in Å:
Al 0.748 -2.306 2.262  0.99
As -1.557 -7.264 -1.959  0.91
F 0.109 -8.013 -2.037  -0.26
F -1.209 -6.566 -3.593  -0.27
F -3.203 -6.625 -1.914  -0.25
F -1.807 -8.045 -0.362  -0.25
F -0.918 -5.822 -1.091  -0.31
F -2.200 -8.779 -2.687  -0.25
As 5.813 1.321 -1.271  0.93
F 4.656 2.647 -0.986  -0.30
F 6.983 2.522 -2.088  -0.27
F 6.938 -0.070 -1.544  -0.28
F 4.569 0.281 -0.492  -0.31
F 5.114 1.079 -2.938  -0.29
F 6.561 1.606 0.308  -0.26
As -3.764 1.966 6.009  0.88
F -5.079 1.872 4.859  -0.25
F -3.243 3.354 5.010  -0.26
F -2.407 2.294 7.095  -0.26
F -4.127 0.338 6.864  -0.27
F -2.714 0.943 4.928  -0.29
F -4.777 2.886 7.100  -0.24
C -0.802 3.818 -0.667  -0.02
C -0.770 2.320 -0.503  -0.32
C -0.249 1.566 -1.829  -0.08
O -0.139 0.164 -1.640  -0.05
C 0.278 -0.590 -2.737  0.00
N 0.187 2.141 0.583  0.20
H 0.233 4.162 -0.674  0.10
H -1.228 4.393 0.155  0.11
H -1.326 4.012 -1.602  0.11
H -1.766 1.944 -0.271  0.16
H 0.632 1.824 -2.417  0.16
H -1.058 1.622 -2.557  0.16
H 0.701 -1.557 -2.464  0.13
H 0.781 -0.003 -3.505  0.12
H -0.676 -0.861 -3.190  0.14
H -0.220 2.616 1.377  0.12
H 0.936 2.809 0.468  0.12

=====

Record 4
Molecular formula: C5H12O
Method: DFT, ωB97M-V/def2-TZVPD

charge: 0
gap between HOMO and LUMO: 11.1317 eV
F_max: 0.5 eV/Å
energy relative to the best compared isomer or geometry (same formula, charge and spin): 29.3 kcal/mol
structure (SMILES): C=CCC.CO

Each line ends with the Löwdin charge.
Atoms and positions in Å:
C -0.782 1.412 -1.033  -0.02
C 0.280 0.670 -1.349  -0.20
C 0.314 -0.833 -1.349  -0.27
C 1.471 -1.382 -0.510  -0.11
H -0.752 2.498 -1.055  0.06
H -1.732 0.953 -0.761  0.06
H 1.209 1.169 -1.633  0.11
H -0.644 -1.219 -0.979  0.11
H 0.417 -1.188 -2.384  0.11
H 2.437 -1.042 -0.903  0.07
H 1.476 -2.477 -0.515  0.07
H 1.393 -1.042 0.529  0.06
C -1.073 0.155 2.311  -0.18
O 0.050 0.973 2.078  -0.13
H -0.840 -0.916 2.219  0.07
H -1.910 0.377 1.634  0.07
H -1.423 0.333 3.332  0.08
H 0.163 1.049 1.119  0.03

=====

Record 5
Molecular formula: C32H60O22S4
Method: DFT, ωB97M-V/def2-TZVPD

charge: 0
gap between HOMO and LUMO: 8.5991 eV
F_max: 6.8 eV/Å
energy relative to the best compared isomer or geometry (same formula, charge and spin): 191.4 kcal/mol

Each line ends with the Löwdin charge.
Atoms and positions in Å:
C -4.351 6.775 -1.090  -0.04
C -4.795 7.632 -2.218  -0.35
C -5.520 6.889 -3.262  -0.15
O -6.731 7.451 -3.349  0.14
C -6.950 8.301 -2.406  -0.57
O -7.915 8.943 -2.090  0.16
O -5.787 8.505 -1.739  0.09
H -5.078 6.161 -0.559  0.10
H -3.952 7.391 -0.284  0.09
H -3.520 6.155 -1.426  0.09
H -3.923 8.251 -2.432  0.16
H -5.400 5.846 -2.970  0.14
H -5.104 7.044 -4.258  0.15
C -4.066 -5.627 -4.910  0.00
C -2.617 -5.346 -5.354  -0.24
C -1.605 -6.272 -4.865  -0.16
O -1.292 -7.074 -5.939  0.05
C -1.892 -6.666 -7.124  -0.61
O -1.901 -7.186 -8.223  0.14
O -2.580 -5.698 -6.796  0.10
H -4.732 -4.976 -5.477  0.08
H -4.082 -5.366 -3.851  0.09
H -4.433 -6.640 -5.074  0.10
H -2.215 -4.339 -5.467  0.16
H -2.032 -6.924 -4.103  0.14
H -0.638 -5.885 -4.545  0.15
C -0.796 0.717 -1.440  0.00
C 0.133 -0.310 -0.777  -0.34
C -0.054 -0.626 0.696  -0.01
O 0.608 -1.944 0.608  0.07
C 0.492 -2.468 -0.584  -0.57
O 0.818 -3.650 -0.938  0.07
O -0.041 -1.568 -1.370  0.09
H -0.855 1.586 -0.784  0.09
H -1.809 0.370 -1.641  0.08
H -0.397 0.927 -2.432  0.08
H 1.176 -0.077 -0.993  0.16
H -1.100 -0.748 0.976  0.14
H 0.496 0.017 1.383  0.14
C 0.418 1.829 7.180  0.00
C 0.666 2.971 8.171  -0.34
C -0.565 3.354 9.016  -0.08
O -0.095 3.132 10.308  0.09
C 1.130 2.739 10.364  -0.61
O 1.632 2.504 11.405  0.18
O 1.641 2.710 9.113  0.11
H -0.583 1.438 7.360  0.08
H 1.214 1.087 7.256  0.09
H 0.554 2.386 6.253  0.08
H 0.838 3.897 7.623  0.14
H -1.411 2.666 8.988  0.13
H -0.894 4.390 8.934  0.13
C 5.547 -2.427 -3.057  -0.03
C 6.576 -2.660 -1.995  -0.29
C 6.205 -2.360 -0.544  -0.04
O 6.476 -3.622 0.137  0.06
C 6.907 -4.577 -0.652  -0.58
O 7.102 -5.730 -0.418  0.16
O 6.729 -4.111 -1.930  0.03
H 5.820 -2.801 -4.044  0.09
H 5.455 -1.343 -3.126  0.09
H 4.599 -2.908 -2.813  0.10
H 7.582 -2.433 -2.349  0.16
H 5.171 -2.140 -0.278  0.13
H 6.805 -1.645 0.019  0.13
C 8.211 3.825 -0.049  -0.02
C 7.187 3.064 0.717  -0.35
C 6.820 3.576 2.169  -0.01
O 5.334 3.395 2.203  0.03
C 4.892 3.154 0.949  -0.61
O 3.722 3.162 0.693  0.15
O 5.928 2.994 0.191  0.11
H 8.189 4.915 -0.056  0.09
H 7.989 3.465 -1.053  0.09
H 9.217 3.550 0.266  0.09
H 7.592 2.086 0.977  0.15
H 6.832 4.643 2.392  0.13
H 7.147 2.979 3.020  0.13
C -0.834 -9.359 5.194  -0.30
S -1.792 -8.003 4.612  0.85
O -1.866 -7.023 5.816  -0.60
C -0.576 -7.186 3.395  -0.23
H -1.403 -10.251 4.935  0.04
H -0.493 -9.181 6.214  0.06
H 0.135 -9.571 4.740  0.05
H 0.074 -6.490 3.925  0.05
H -1.052 -6.536 2.660  0.04
H 0.129 -7.892 2.955  0.04
C -5.226 -3.599 7.808  -0.29
S -5.181 -1.895 7.277  0.85
O -4.019 -1.252 8.047  -0.61
C -4.446 -2.153 5.453  -0.20
H -6.227 -4.012 7.686  0.05
H -4.899 -3.598 8.848  0.06
H -4.604 -4.259 7.203  0.05
H -3.360 -2.097 5.378  0.04
H -4.809 -1.405 4.749  0.03
H -4.622 -3.196 5.188  0.02
C 2.499 3.349 -5.382  -0.24
S 1.749 5.092 -5.199  0.85
O 0.599 5.019 -4.239  -0.59
C 3.178 5.673 -4.166  -0.26
H 3.562 3.300 -5.145  0.03
H 2.506 3.121 -6.448  0.03
H 1.986 2.546 -4.853  0.05
H 2.783 6.315 -3.379  0.05
H 3.948 6.261 -4.666  0.05
H 3.621 4.816 -3.659  0.03
C -4.355 -0.069 -5.774  -0.25
S -3.652 1.064 -7.095  0.85
O -4.680 1.213 -8.228  -0.58
C -3.770 2.584 -6.039  -0.28
H -3.921 0.203 -4.811  0.03
H -4.018 -1.069 -6.045  0.03
H -5.442 -0.027 -5.707  0.06
H -3.499 3.481 -6.596  0.04
H -3.340 2.574 -5.037  0.04
H -4.823 2.790 -5.847  0.05

=====

Record 6
Molecular formula: C5H14N4
Method: DFT, ωB97M-V/def2-TZVPD

charge: 0
gap between HOMO and LUMO: 7.9444 eV
F_max: 3.7 eV/Å
energy relative to the best compared isomer or geometry (same formula, charge and spin): 43.1 kcal/mol
structure (SMILES): C/C(N)=C(\C)C(N)(N)N

Each line ends with the Löwdin charge.
Atoms and positions in Å:
C 0.727 0.964 -2.190  -0.05
C 0.795 0.186 -0.885  -0.36
N 2.077 -0.226 -0.528  0.04
C -0.336 -0.329 -0.262  -0.17
C -1.672 -0.381 -0.962  -0.07
C -0.311 -0.271 1.241  -0.70
N 0.021 1.110 1.495  0.06
N -1.516 -0.589 1.915  0.09
N 0.724 -1.077 1.787  0.08
H 1.614 1.596 -2.319  0.07
H 0.676 0.274 -3.036  0.08
H -0.151 1.615 -2.217  0.07
H 2.329 -1.087 -1.027  0.11
H 2.787 0.461 -0.802  0.09
H -2.305 0.479 -0.709  0.08
H -2.215 -1.285 -0.666  0.08
H -1.590 -0.404 -2.052  0.07
H -0.684 1.832 1.575  0.08
H 0.965 1.345 1.777  0.08
H -2.391 -0.754 1.439  0.06
H -1.576 -0.436 2.915  0.09
H 1.534 -1.134 1.164  0.04
H 0.498 -1.888 2.346  0.07

=====

The evaluated DFT total energy for the records listed, in turn: -1347.724025; -324.541174; -9036.081324; -272.902020; -4503.041367; -417.859790 Ha.
The evaluated E_HOMO for the records listed, in turn: -8.9; -8.6; -12.2; -10.0; -9.0; -7.0 eV.